[1]
Entry from the Open Molecules 2025 dataset: the ion C5H9BrNS with charge +1 (ωB97M-V/def2-TZVPD).

Structure (XYZ):
```
17
Properties=species:S:1:pos:R:3:lowdin_charge:R:1
C -1.1414 -0.5945 0.4807 -0.64
C 0.1515 -0.7077 0.7873 -0.66
C 0.0200 1.4825 -0.3801 -0.41
C -2.2626 -1.5757 0.8789 -0.07
C 2.2626 0.1295 -0.5832 -0.02
N 1.0997 0.6649 0.2468 -0.12
S -1.6565 0.8411 -0.3618 1.04
Br 0.9763 -2.0438 1.7703 0.87
H 0.0256 2.3677 0.2303 0.09
H 0.2898 1.8545 -1.3456 0.09
H -2.0967 -1.8984 1.9584 0.10
H -2.0928 -2.5937 0.4732 0.11
H -3.1210 -0.9276 0.7358 0.06
H 2.4236 0.8837 -1.3504 0.09
H 3.3348 0.1221 -0.1089 0.14
H 1.9839 -0.8630 -0.9616 0.10
H 1.5470 1.1532 1.1430 0.23
```

Summary:
energy above the lowest of the compared OMol25 structures with the same formula, charge and spin	0.0	kJ/mol
total charge	+1
orbital gap	0.3434	hartree
SMILES	CC1=C(Br)[N@@H+](C)CS1


[2]
Entry from the Open Molecules 2025 dataset: an isolated molecule of C9H11PS (ωB97M-V/def2-TZVPD).

Structure (XYZ):
```
22
Properties=species:S:1:pos:R:3:lowdin_charge:R:1
C -1.8584 1.8438 0.0555 -0.12
C -0.4373 1.7390 -0.1190 -0.12
C -2.5324 0.7802 0.4586 -0.12
C 0.2961 -1.7379 0.9220 -0.15
C 1.3634 -1.7057 0.1569 -0.25
C 0.2570 0.6771 0.2902 -0.25
C -1.9643 -0.5538 0.9151 -0.16
C -0.4569 -0.4559 1.2117 -0.29
C 2.1328 0.1138 -1.9973 -0.24
P 1.9006 -0.0578 -0.1367 0.34
S 3.4857 0.5875 0.8795 0.11
H -2.2277 2.8203 -0.3501 0.12
H 0.0713 2.4952 -0.8305 0.14
H -3.6495 0.7261 0.4382 0.11
H -0.1374 -2.7717 1.1349 0.14
H 2.1268 -2.4787 -0.0094 0.10
H -2.6379 -0.9860 1.8430 0.17
H -2.1223 -1.2375 -0.0370 0.15
H -0.2441 -0.2015 2.2821 0.16
H 1.2134 -0.1514 -2.4692 0.01
H 2.3880 1.1635 -2.2378 0.04
H 3.0332 -0.6085 -2.4007 0.11
```

Summary:
energy above the lowest of the compared OMol25 structures with the same formula, charge and spin	160.6	kJ/mol
orbital gap	0.3079	hartree
SMILES	C[P@]1(=S)C=C[C@@H]2CC=CC=C21


[3]
Entry from the Open Molecules 2025 dataset: a cluster of 11 separate species, H24O12 in total (ωB97M-V/def2-TZVPD).

Structure (XYZ):
```
36
Properties=species:S:1:pos:R:3:lowdin_charge:R:1
H -0.2710 -0.4444 -1.8476 0.08
H -0.0522 -0.8237 -0.3683 0.00
H -3.0462 -0.1942 -2.6608 0.08
H -3.1157 0.7485 -1.3693 0.01
H 5.0516 0.6021 -0.4905 0.00
H 4.2936 -0.7529 -0.4449 0.02
H -0.0435 0.5543 3.1957 0.07
H 0.0810 0.8797 1.7211 0.00
H -1.5252 -1.7236 -0.4931 -0.04
H -2.6384 -1.7550 -1.3496 0.07
H -0.0439 4.2396 -1.1289 0.04
H 1.2446 4.6082 -0.4240 0.05
H -3.7999 2.0687 1.7194 0.02
H -3.4665 1.0575 0.7060 0.03
H 1.1416 1.6898 -1.0475 0.02
H -0.2775 2.1764 -1.1095 0.11
H 3.6646 -0.9578 1.5429 0.01
H 2.7484 -1.4029 2.6580 0.00
H 1.6243 -1.0155 -2.5737 0.09
H 2.5905 -1.8193 -1.8678 0.05
H -3.6215 -2.2737 0.5881 -0.01
H -3.9332 -2.0486 2.1315 0.00
H 1.0436 -1.8548 0.7360 0.11
H 0.5615 -2.3043 -0.6310 0.05
O -0.4688 -0.1631 -0.9260 -0.08
O -2.6825 0.0805 -1.8124 -0.01
O 5.0288 -0.2462 -0.8386 -0.02
O 0.5986 0.9566 2.5277 -0.08
O -2.3463 -2.1475 -0.4764 -0.05
O 0.4544 4.0645 -0.3328 -0.09
O -3.3278 1.9952 0.9161 -0.03
O 0.5631 2.1959 -0.4948 -0.13
O 3.6402 -1.1844 2.4758 -0.02
O 1.7493 -1.4810 -1.7192 -0.11
O -4.3135 -2.0349 1.2664 -0.09
O 1.3283 -1.9425 -0.2347 -0.14
```

Summary:
energy above the lowest of the compared OMol25 structures with the same formula, charge and spin	1074.6	kJ/mol
orbital gap	0.2830	hartree


[4]
Entry from the Open Molecules 2025 dataset: a structure of composition C52H54FN5O7PS2Y (ωB97M-V/def2-TZVPD).

Structure (XYZ):
```
123
Properties=species:S:1:pos:R:3:lowdin_charge:R:1
Y -0.7698 -0.7743 -0.8253 1.39
C -5.7519 5.4283 -1.2906 -0.04
C -5.0112 4.9369 -0.0530 -0.16
N -3.8937 4.0661 -0.4015 -0.01
C -4.1401 2.7732 -0.5571 0.06
C -3.1670 1.8152 -0.7458 0.00
C -3.6247 0.4265 -0.9433 -0.48
O -4.8424 0.2083 -1.1397 0.07
O -2.7917 -0.5306 -0.9299 -0.18
C -1.7830 2.1804 -0.7580 -0.23
O -0.8121 1.3518 -0.7840 -0.10
C -1.5536 3.6081 -0.7676 -0.05
C -0.2600 4.1208 -0.9644 0.10
C -0.0343 5.4653 -1.0394 -0.17
F 1.2208 5.8742 -1.2899 0.09
C -1.0739 6.4247 -0.9015 -0.12
C -2.3504 5.9050 -0.6725 0.07
C -2.6131 4.5361 -0.6083 -0.10
N -0.8728 7.7701 -1.0237 -0.07
C 0.4114 8.4227 -0.8297 -0.12
C 0.2000 9.7232 -0.0607 -0.07
N -0.5815 10.6949 -0.8870 0.08
C -1.4945 9.9902 -1.8329 -0.08
C -1.9859 8.6843 -1.2191 -0.13
H -6.5665 6.0793 -0.9884 0.09
H -6.1734 4.5903 -1.8391 0.09
H -5.0940 5.9770 -1.9586 0.07
H -5.6955 4.3605 0.5710 0.14
H -4.6415 5.7660 0.5507 0.13
H -5.1717 2.4479 -0.5247 0.16
H 0.5634 3.4341 -1.0892 0.14
H -3.1664 6.5911 -0.5446 0.10
H 0.9156 8.6097 -1.7862 0.14
H 1.0705 7.7912 -0.2347 0.14
H 1.1618 10.1575 0.2143 0.15
H -0.3552 9.5074 0.8557 0.15
H 0.0534 11.3050 -1.4166 0.20
H -1.1173 11.3062 -0.2591 0.20
H -0.9599 9.7857 -2.7617 0.15
H -2.3466 10.6287 -2.0671 0.15
H -2.6995 8.2399 -1.9174 0.14
H -2.5131 8.8931 -0.2770 0.14
C 7.3611 -0.8469 -2.7735 -0.03
C 5.9811 -1.3178 -2.4691 -0.25
C 5.4253 -2.3595 -3.2134 -0.01
C 4.1497 -2.8153 -2.9475 -0.06
C 3.4173 -2.2181 -1.9292 -0.36
C 3.9374 -1.1723 -1.1885 -0.07
C 5.2240 -0.7394 -1.4530 -0.01
S 1.7147 -2.7467 -1.7012 1.16
O 1.0928 -1.5818 -0.9056 -0.63
C 1.9094 -4.1357 -0.5479 -0.31
C 1.7196 -5.3861 -1.1641 -0.07
C 1.7548 -6.5353 -0.4263 0.01
C 1.9586 -6.4861 0.9701 -0.14
C 1.9408 -7.6490 1.7665 0.00
C 2.1276 -7.5676 3.1194 -0.03
C 2.3413 -6.3228 3.7340 -0.04
C 2.3712 -5.1745 2.9914 -0.01
C 2.1764 -5.2273 1.5942 -0.12
C 2.1635 -4.0492 0.8015 -0.18
C 2.3003 -2.7437 1.4722 -0.17
C 3.5517 -2.1934 1.8308 -0.12
C 4.7714 -2.8526 1.5665 0.00
C 5.9547 -2.2980 1.9702 -0.03
C 5.9713 -1.0735 2.6574 -0.04
C 4.8056 -0.3975 2.8967 -0.01
C 3.5662 -0.9285 2.4845 -0.15
C 2.3503 -0.2386 2.6904 0.01
C 1.1480 -0.7854 2.3283 -0.06
C 1.1379 -2.0722 1.7681 -0.31
S -0.3777 -2.9365 1.3319 1.16
O -1.2909 -1.7649 0.8950 -0.59
C -0.9831 -3.4012 2.9524 -0.36
C -1.0044 -4.7623 3.2308 -0.07
C -1.4640 -5.1955 4.4603 -0.01
C -1.9144 -4.2870 5.4177 -0.24
C -2.4021 -4.7474 6.7477 -0.03
C -1.8951 -2.9250 5.1073 -0.01
C -1.4330 -2.4788 3.8853 -0.05
H 7.4918 -0.7061 -3.8456 0.10
H 8.0842 -1.5991 -2.4577 0.10
H 7.5800 0.0840 -2.2590 0.08
H 6.0031 -2.8065 -4.0093 0.13
H 3.7188 -3.6197 -3.5240 0.11
H 3.3395 -0.6903 -0.4277 0.11
H 5.6381 0.0657 -0.8640 0.12
H 1.5549 -5.4141 -2.2291 0.11
H 1.6089 -7.4952 -0.8984 0.13
H 1.7795 -8.6032 1.2885 0.13
H 2.1264 -8.4622 3.7224 0.12
H 2.4839 -6.2777 4.8019 0.12
H 2.5452 -4.2169 3.4587 0.13
H 4.7581 -3.8024 1.0531 0.13
H 6.8872 -2.8018 1.7714 0.12
H 6.9138 -0.6692 2.9940 0.12
H 4.8214 0.5520 3.4082 0.12
H 2.3823 0.7327 3.1598 0.13
H 0.2153 -0.2589 2.4920 0.11
H -0.6609 -5.4695 2.4899 0.11
H -1.4777 -6.2524 4.6804 0.13
H -2.5034 -5.8283 6.7823 0.09
H -3.3629 -4.2938 6.9850 0.10
H -1.7042 -4.4439 7.5287 0.10
H -2.2458 -2.2099 5.8377 0.13
H -1.4373 -1.4269 3.6488 0.11
N -5.0186 -2.2513 -1.7754 0.09
C -3.7105 -2.8939 -1.9458 -0.20
P -2.6058 -1.9193 -3.1178 0.53
O -3.2138 -0.6682 -3.6482 -0.29
O -1.1761 -1.8848 -2.5850 -0.41
C -2.4957 -2.9866 -4.6937 -0.16
N -2.8991 -2.0815 -5.7930 0.13
H -5.5722 -2.7185 -1.0524 0.16
H -5.5485 -2.2547 -2.6476 0.15
H -4.9553 -1.0833 -1.4470 0.10
H -3.8270 -3.9112 -2.3241 0.11
H -3.1868 -2.9419 -0.9839 0.10
H -3.1184 -3.8777 -4.6742 0.11
H -1.4570 -3.2927 -4.8053 0.11
H -3.7354 -2.3845 -6.3036 0.18
H -2.1514 -1.9226 -6.4728 0.18
H -3.1162 -1.1723 -5.2723 0.12
```

Summary:
energy above the lowest of the compared OMol25 structures with the same formula, charge and spin	23.4	kJ/mol
total charge	+4
orbital gap	0.2580	hartree


[5]
Entry from the Open Molecules 2025 dataset: a structure of composition C14H23Cl4Mg3O10 (ωB97M-V/def2-TZVPD).

Structure (XYZ):
```
54
Properties=species:S:1:pos:R:3:lowdin_charge:R:1
Mg 1.4159 0.9773 2.9212 1.13
Mg -2.6192 -0.5003 -1.6987 0.83
Mg -1.5108 -0.5849 1.8647 0.74
C -3.6479 1.8189 -4.6139 0.04
C -3.1610 0.9871 -3.4051 -0.64
O -2.0191 0.3856 -3.3494 -0.10
O -3.8996 0.7761 -2.4576 0.00
H -2.8207 2.4036 -5.0162 0.08
H -4.3629 2.5827 -4.3082 0.09
H -4.0049 1.1599 -5.4053 0.09
C -2.0550 1.7057 5.5081 0.04
C -1.2669 1.1956 4.2592 -0.59
O -0.0303 1.3900 4.1668 -0.07
O -1.8764 0.4266 3.4890 -0.01
H -3.0874 1.9356 5.2445 0.09
H -1.6308 2.6391 5.8782 0.08
H -1.9406 1.0060 6.3360 0.09
C 1.7390 -3.2219 2.7357 0.02
C 1.0245 -1.8909 2.8677 -0.64
O 1.6918 -0.8951 3.1216 -0.05
O -0.2305 -1.8313 2.6979 -0.02
H 2.8239 -3.1244 2.7740 0.08
H 1.4608 -3.7780 1.8404 0.09
H 1.5260 -3.8643 3.5901 0.09
C -4.1482 -3.8614 0.7000 0.04
C -3.2902 -2.5990 0.4704 -0.58
O -3.1728 -2.1245 -0.6835 -0.06
O -2.8095 -1.9201 1.4035 -0.03
H -5.0375 -3.8333 0.0705 0.09
H -4.4933 -3.9524 1.7299 0.09
H -3.5910 -4.7694 0.4693 0.09
C 0.3007 1.8017 -0.9602 0.07
C -0.3913 0.8307 0.0389 -0.55
O -1.4176 0.1961 -0.1865 -0.03
O -0.0176 0.7275 1.2650 -0.11
H 1.3077 1.5048 -1.2535 0.06
H 0.3086 2.8034 -0.5305 0.10
H -0.3157 1.8162 -1.8590 0.08
Cl 4.2258 1.6300 -2.8011 0.62
C 4.2704 2.4329 -1.2476 -0.69
C 5.0941 3.7453 -1.2620 -0.63
Cl 6.8686 3.4593 -1.1541 0.54
H 4.5738 1.7191 -0.4817 0.06
H 3.2740 2.7188 -0.9108 0.04
H 4.7347 4.3991 -0.4674 0.07
H 4.9489 4.2709 -2.2058 0.06
Cl 2.6825 -1.3148 -0.4312 0.58
C 2.8790 -1.6752 -2.1516 -0.65
C 1.5977 -1.4078 -2.8688 -0.62
Cl 0.3034 -2.2110 -1.9429 0.62
H 3.1278 -2.7300 -2.2680 0.08
H 3.6998 -1.0478 -2.4991 0.03
H 1.6596 -1.9025 -3.8381 0.08
H 1.3101 -0.4049 -3.1845 0.08
```

Summary:
energy above the lowest of the compared OMol25 structures with the same formula, charge and spin	77.4	kJ/mol
total charge	+1
orbital gap	0.2980	hartree


[6]
Entry from the Open Molecules 2025 dataset: a structure of composition C18H24O18 (ωB97M-V/def2-TZVPD).

Structure (XYZ):
```
60
Properties=species:S:1:pos:R:3:lowdin_charge:R:1
C 0.0269 -1.7307 -0.4253 -0.13
C -0.3487 -0.4511 -1.1802 -0.08
O 0.8301 0.2422 -1.3888 0.00
C 1.8965 -0.4876 -0.9916 -0.35
O 3.0875 -0.0944 -1.1707 0.05
O 1.4510 -1.7576 -0.6247 0.09
H -0.5196 -2.6170 -0.7477 0.07
H -0.1809 -1.6191 0.6388 0.10
H -0.8878 0.2106 -0.5022 0.11
H -0.9267 -0.5721 -2.0963 0.17
C -0.1045 2.3079 -0.9907 -0.12
C 0.3064 3.4319 -1.9730 -0.11
O -0.6972 4.3370 -1.7995 0.09
C -1.8010 3.7441 -1.3015 -0.49
O -2.8642 4.3470 -1.3120 0.12
O -1.4839 2.4611 -0.9489 0.06
H 0.3801 2.3868 -0.0176 0.14
H 0.2897 1.4188 -1.4829 0.03
H 0.4492 3.2279 -3.0341 0.15
H 1.2245 3.9751 -1.7490 0.09
C -0.3730 -0.2376 2.5102 -0.08
C -0.4687 1.2258 2.7453 -0.14
O 0.8179 1.6273 2.5863 0.13
C 1.5156 0.7029 1.9924 -0.59
O 2.5878 0.9691 1.4980 0.11
O 0.9321 -0.4351 1.9499 0.13
H -1.1395 -0.5555 1.8034 0.11
H -0.5126 -0.7356 3.4697 0.15
H -0.8348 1.5232 3.7279 0.15
H -1.0661 1.7273 1.9838 0.13
C 2.9403 2.0310 -0.2519 -0.18
C 3.7785 1.8859 -1.4826 -0.17
O 3.8477 3.1923 -1.8983 0.08
C 2.8776 3.9699 -1.2781 -0.58
O 2.8236 5.2005 -1.4290 0.12
O 2.3123 3.2463 -0.4017 0.08
H 3.6294 1.9598 0.5896 0.15
H 2.2636 1.1813 -0.3423 0.08
H 3.2731 1.2679 -2.2247 0.13
H 4.7457 1.4140 -1.3097 0.15
C 0.1111 -5.4750 0.3364 -0.09
C -0.5942 -4.1666 0.6737 -0.10
O 0.5483 -3.4066 1.0718 -0.02
C 1.7262 -3.9797 0.7008 -0.52
O 2.7914 -3.3286 0.8101 0.12
O 1.4665 -5.0937 0.0880 0.12
H -0.3933 -6.0816 -0.4157 0.14
H 0.0470 -6.0718 1.2463 0.13
H -1.3536 -4.4226 1.4125 0.15
H -0.8353 -3.7320 -0.2964 0.09
C -4.1658 0.0211 0.0240 -0.09
C -4.2211 -1.0022 1.1716 -0.14
O -3.6158 -2.1388 0.6954 0.11
C -2.7953 -1.7384 -0.2849 -0.49
O -1.9903 -2.3557 -0.9188 0.07
O -2.9497 -0.4049 -0.5140 0.03
H -3.9066 1.0077 0.4082 0.14
H -4.9596 0.1589 -0.7102 0.14
H -5.2644 -1.2405 1.3785 0.14
H -3.7235 -0.4702 1.9825 0.13
```

Summary:
energy above the lowest of the compared OMol25 structures with the same formula, charge and spin	1186.1	kJ/mol
orbital gap	0.3361	hartree


[7]
Entry from the Open Molecules 2025 dataset: a structure of composition C2H4N2O3 (ωB97M-V/def2-TZVPD).

Structure (XYZ):
```
11
Properties=species:S:1:pos:R:3:lowdin_charge:R:1
C 0.6714 -0.6913 -0.0333 -0.32
C -0.1905 0.6879 0.0513 -0.34
H 2.0856 0.7957 0.2515 -0.07
H 2.8209 -0.8041 -0.4314 0.28
H -2.2841 1.4447 0.0936 0.22
H -1.6785 -1.3959 0.1017 0.17
N 1.9680 -0.0689 0.3225 0.13
N -1.5569 0.6157 -0.2721 0.03
O 0.2252 -1.8498 -0.2329 0.03
O 0.3759 1.8190 -0.1236 0.01
O -2.4370 -0.5529 0.2728 -0.15
```

Summary:
energy above the lowest of the compared OMol25 structures with the same formula, charge and spin	644.0	kJ/mol
orbital gap	0.3463	hartree


The calculation returns the following F_max values, one per record and in order: 4.4; 3.2; 15.2; 2.6; 3.9; 9.1; 17.7 eV Å⁻¹.